Record 1
The following is a quantum chemistry calculation of a structure of composition C40H40N2PPd at a distorted geometry, from the Open Molecules 2025 dataset.

```
! RIJCOSX wB97M-V def2-TZVPD def2/J DEFGRID3
* xyz 3 5
Pd -1.2513 -0.7874 0.4338
C -1.3732 5.8703 -2.3277
C -2.3337 4.7213 -2.8093
C -2.0673 4.4266 -4.3102
C -3.8228 5.1070 -2.6281
C -2.0514 3.4807 -1.9593
C -3.0953 2.8878 -1.2196
C -2.8918 1.7532 -0.4469
N -1.6962 1.1166 -0.3762
C -0.6999 1.6153 -1.1547
C -0.8256 2.8136 -1.8917
C 0.4305 0.7101 -1.3822
C 1.6407 1.0969 -2.0009
C 2.6759 0.2109 -2.2603
C 2.4797 -1.0833 -1.7610
C 1.2671 -1.4453 -1.1858
N 0.2541 -0.5826 -0.9944
C 3.9547 0.6078 -3.0010
C 4.5972 1.8504 -2.3026
C 3.6600 0.9535 -4.4840
C 4.9545 -0.5923 -2.9349
H -1.7662 6.8460 -2.6761
H -0.3857 5.7844 -2.7731
H -1.2662 5.8845 -1.2301
H -2.2601 5.3295 -4.9023
H -2.7711 3.6384 -4.6564
H -1.0151 4.1169 -4.4675
H -4.0780 6.0021 -3.1967
H -4.1285 5.3189 -1.5813
H -4.4517 4.2787 -3.0158
H -4.1082 3.2507 -1.2712
H -3.7328 1.2697 0.0925
H 0.1244 3.2564 -2.3012
H 1.7657 2.1245 -2.3521
H 3.2660 -1.8036 -1.8496
H 1.1200 -2.4775 -0.9068
H 3.9104 2.6968 -2.2931
H 5.5571 2.1598 -2.7730
H 4.8098 1.6532 -1.2305
H 2.9192 1.7558 -4.4911
H 3.2307 0.1092 -5.0585
H 4.6082 1.2716 -4.9651
H 5.1554 -0.9514 -1.8769
H 5.9003 -0.3026 -3.4656
H 4.5508 -1.4524 -3.4952
C -2.0125 -0.6630 6.6853
C -0.7378 -1.1364 6.4742
C -0.2490 -1.2847 5.1798
C -1.0303 -0.9370 4.0751
C -2.3078 -0.3668 4.3022
C -2.7650 -0.2003 5.5888
P -0.5180 -1.5589 2.4961
C 1.2497 -1.3294 2.5122
C 2.0697 -2.3498 1.9742
C 3.4485 -2.2360 2.1297
C 3.9981 -1.1082 2.7444
C 3.2036 -0.1192 3.2632
C 1.8505 -0.1844 3.0834
C -1.0809 -3.2863 2.3500
C -1.3454 -4.0995 3.4200
C -2.1088 -5.2943 3.2085
C -2.5901 -5.6896 1.9974
C -2.3295 -4.8514 0.8546
C -2.8031 -5.1970 -0.4425
C -2.5295 -4.3682 -1.5033
C -1.9427 -3.0910 -1.2656
C -1.4774 -2.7476 0.0135
C -1.6403 -3.6203 1.0814
H -2.4305 -0.6001 7.6905
H -0.1144 -1.4533 7.2972
H 0.7550 -1.6593 5.0058
H -2.8313 0.0558 3.4397
H -3.7042 0.2623 5.7343
H 1.6248 -3.2322 1.4747
H 4.1181 -2.9710 1.7012
H 5.0791 -0.9839 2.7682
H 3.6390 0.7054 3.8157
H 1.2294 0.6459 3.3933
H -1.0363 -3.8173 4.4193
H -2.2856 -5.9134 4.0777
H -3.2163 -6.5571 1.8840
H -3.3313 -6.1787 -0.5637
H -2.7974 -4.6297 -2.4917
H -1.8104 -2.4446 -2.1357
*
```

Relative energy (zero: lowest compared OMol25 entry of this formula, charge and spin) ... 30.84 kJ/mol
Kohn-Sham gap (alpha / beta) ... 0.2078 / 0.1296 Ha
Highest occupied orbital energy (alpha / beta) ... -14.921 / -16.395 eV
Expectation value of S² ... 6.0696

Here are the Löwdin charges for atoms 1 to 5, given in e: 0.847, -0.017, -0.527, -0.024, -0.054



Record 2
The following is a quantum chemistry calculation of a structure of composition C40H41Cl3IN6O4SSeTc at a distorted geometry, from the Open Molecules 2025 dataset.

```
! RIJCOSX wB97M-V def2-TZVPD def2/J DEFGRID3
* xyz 1 4
Tc 0.3593 -0.6962 1.1651
O -0.7157 -1.5613 2.7649
S -2.0463 -0.9158 3.2111
C -2.9006 -2.2656 3.9952
C -2.3449 -3.5322 4.0088
C -3.0373 -4.5539 4.6523
C -4.2605 -4.2945 5.2588
C -4.8100 -3.0162 5.2144
C -4.1323 -1.9911 4.5746
C -1.5809 0.0287 4.6549
C -1.0368 -0.6051 5.7670
C -0.6136 0.1669 6.8343
C -0.7345 1.5576 6.7873
C -1.2718 2.1795 5.6699
C -1.6994 1.4121 4.5884
H -1.3945 -3.7148 3.5196
H -2.6218 -5.5538 4.6722
H -4.7948 -5.0962 5.7629
H -5.7710 -2.8183 5.6744
H -4.5571 -0.9902 4.5289
H -0.9486 -1.6863 5.8022
H -0.1900 -0.3155 7.7100
H -0.4085 2.1543 7.6344
H -1.3622 3.2598 5.6289
H -2.1145 1.8882 3.7069
C 2.1258 -0.3831 -6.8941
C 1.9455 1.0281 -6.3192
C 3.3220 1.7194 -6.2546
C 1.0561 1.8559 -7.2642
C 1.2896 0.9707 -4.9062
O 1.0521 2.2794 -4.4070
C -0.0118 0.1110 -4.9126
C -1.1746 0.5962 -4.0157
C -1.8977 1.8285 -4.5290
C -2.6569 1.7703 -5.6925
C -3.3307 2.8876 -6.1746
C -3.2492 4.0824 -5.4827
Cl -4.0945 5.4784 -6.0734
C -2.4984 4.1743 -4.3228
C -1.8288 3.0476 -3.8587
C 2.3461 0.3877 -3.9386
N 2.0539 0.5251 -2.5009
C 1.4286 -0.3504 -1.7334
N 1.3670 0.1375 -0.5023
C 1.9582 1.3801 -0.6024
N 2.4042 1.6440 -1.7993
H 2.6810 -0.3213 -7.8359
H 1.1695 -0.8733 -7.1070
H 2.7015 -1.0312 -6.2179
H 3.6092 2.0579 -7.2553
H 4.1125 1.0413 -5.9087
H 3.2938 2.5959 -5.5985
H 1.4109 1.7257 -8.2904
H 1.1208 2.9290 -7.0427
H -0.0003 1.5637 -7.2419
H 0.5052 2.7724 -5.0326
H 0.2558 -0.9181 -4.6483
H -0.4152 0.0554 -5.9266
H -0.8491 0.7801 -2.9955
H -1.8982 -0.2200 -3.9587
H -2.7429 0.8312 -6.2348
H -3.9226 2.8306 -7.0810
H -2.4273 5.1171 -3.7858
H -1.2056 3.1339 -2.9734
H 3.2933 0.8869 -4.0981
H 2.4658 -0.6753 -4.1184
H 1.0725 -1.3241 -2.0478
H 2.0596 2.0681 0.2268
Cl -4.2533 1.9705 1.4341
C -3.0921 1.5387 0.1419
Cl -3.3776 -0.0878 -0.4704
C -1.6424 1.8211 0.6293
O -1.2667 2.9645 0.5367
O -0.8984 0.8515 1.1613
H -3.3001 2.2199 -0.6609
Se 1.4593 0.8951 2.9907
C 2.0252 -0.0495 4.5049
C 2.5689 0.6925 5.5620
C 3.0172 0.0365 6.6977
C 2.9240 -1.3513 6.7826
C 2.3642 -2.0867 5.7381
C 1.9129 -1.4425 4.5999
H 2.6286 1.7732 5.4871
H 3.4406 0.6059 7.5180
H 3.2900 -1.8615 7.6656
H 2.2759 -3.1647 5.8171
H 1.4402 -2.0048 3.8065
N -0.8448 -2.8372 -0.8856
C -0.4051 -2.0596 -0.1348
I 3.6082 -5.9440 1.8783
C 3.0955 -3.9595 1.6951
C 3.9229 -2.8613 1.8015
N 3.1667 -1.7779 1.6003
N 1.8841 -2.1084 1.3759
C 1.8310 -3.4417 1.4145
H 4.9860 -2.7908 1.9990
H 3.4311 -0.8146 1.6511
H 0.8999 -3.9619 1.2321
*
```

Relative energy (zero: lowest compared OMol25 entry of this formula, charge and spin) ... 95.03 kJ/mol
Kohn-Sham gap (alpha / beta) ... 0.3070 / 0.1944 Ha
Highest occupied orbital energy (alpha / beta) ... -10.532 / -10.532 eV
Expectation value of S² ... 3.7777

Here are the Löwdin charges for atoms 1 to 5, given in e: 1.240, -0.674, 1.077, -0.387, -0.068



Record 3
The following is a quantum chemistry calculation of a structure of composition C40H41F12Ge2IrN4O6S at a distorted geometry, from the Open Molecules 2025 dataset.

```
! RIJCOSX wB97M-V def2-TZVPD def2/J DEFGRID3
* xyz 0 5
Ir 1.6998 -0.8218 -0.0480
C 1.1689 2.8367 -6.3974
C 1.1307 1.8987 -5.2238
C 0.9415 0.5321 -5.3942
C 0.7796 -0.2857 -4.2994
C 0.8333 0.2027 -2.9790
N 0.5155 -0.6946 -1.9602
C -0.6440 -1.4132 -2.1628
C -1.7227 -0.7726 -2.8225
C -2.9151 -1.4056 -3.0717
C -3.1049 -2.7291 -2.6859
C -4.3913 -3.4455 -2.9704
C -2.0708 -3.3635 -2.0003
C -0.8664 -2.7429 -1.7127
C 0.2193 -3.4515 -0.8836
O 0.6555 -2.6750 0.1356
C -0.2872 -4.7580 -0.1872
F -1.4097 -4.5303 0.5192
F -0.5697 -5.7690 -1.0506
F 0.6259 -5.2199 0.6638
C 1.3141 -3.9344 -1.9083
F 0.7334 -4.4773 -3.0101
F 2.1508 -4.8538 -1.4215
F 2.0748 -2.9207 -2.3719
C 1.1833 1.5621 -2.8039
C 1.2786 2.3763 -3.9259
C 1.4480 2.1311 -1.4025
O 2.2335 1.3255 -0.6372
C 0.0953 2.4511 -0.7330
F 0.2758 3.0591 0.4480
F -0.6322 1.3382 -0.5317
F -0.6653 3.2672 -1.4931
C 2.2428 3.4827 -1.4437
F 1.5664 4.5556 -1.9051
F 3.3436 3.3484 -2.2208
F 2.6801 3.8104 -0.2218
H 0.5780 2.4388 -7.2215
H 2.1914 2.9776 -6.7550
H 0.7730 3.8129 -6.1206
H 0.8822 0.1131 -6.3917
H 0.5958 -1.3446 -4.4324
H -1.6063 0.2666 -3.0999
H -3.7119 -0.8667 -3.5706
H -5.2402 -2.7714 -2.8542
H -4.5208 -4.2988 -2.3063
H -4.4086 -3.8140 -3.9987
H -2.2356 -4.3858 -1.6983
H 1.4494 3.4353 -3.8032
C 6.1856 -1.3863 -3.4646
N 5.4956 -1.5605 -2.2095
C 5.4869 -2.8199 -1.4973
C 4.3517 -2.6053 -0.4822
O 4.0265 -3.3773 0.3770
N 3.8053 -1.3631 -0.7418
C 4.4826 -0.7973 -1.7451
N 4.1975 0.4163 -2.1816
H 7.1446 -1.8986 -3.4167
H 6.3748 -0.3311 -3.6583
H 5.6115 -1.7976 -4.3010
H 6.4358 -3.0024 -0.9910
H 5.2470 -3.6696 -2.1416
H 3.4676 0.9262 -1.6401
H 4.7541 0.8824 -2.8728
C -2.6547 2.6510 5.7619
Ge -0.8791 1.9468 5.2186
C -0.3328 0.6638 6.6284
C 0.3182 3.5478 5.1885
Ge -1.2067 0.9418 2.9589
C -2.2901 -0.6856 2.8528
C -3.1393 -0.9496 3.9243
C -4.0744 -1.9692 3.8500
C -4.1743 -2.7267 2.6930
C -3.3273 -2.4720 1.6241
C -2.3814 -1.4605 1.7018
C -2.3628 2.2737 2.0227
C -2.3309 3.6144 2.3964
C -3.2939 4.5044 1.9460
C -4.3096 4.0606 1.1123
C -4.3311 2.7353 0.7031
C -3.3710 1.8469 1.1628
H -2.5766 3.0713 6.7655
H -3.4122 1.8674 5.7746
H -2.9885 3.4340 5.0823
H 0.4135 1.1086 7.2867
H 0.0725 -0.2428 6.1866
H -1.2072 0.4024 7.2237
H 1.0922 3.4724 5.9522
H -0.2872 4.4295 5.3974
H 0.8010 3.6838 4.2210
H -3.0594 -0.3476 4.8243
H -4.7319 -2.1652 4.6875
H -4.9131 -3.5144 2.6195
H -3.4110 -3.0620 0.7227
H -1.7073 -1.2810 0.8710
H -1.5384 3.9742 3.0455
H -3.2525 5.5440 2.2457
H -5.0804 4.7444 0.7809
H -5.1048 2.3913 0.0280
H -3.4094 0.8110 0.8505
C 2.3632 0.8468 3.8568
S 1.3743 -0.3419 2.9651
O 2.3150 -1.1398 2.2107
O 0.5047 -0.9996 3.8987
O 0.4865 0.5103 2.0291
H 3.2389 0.3197 4.2256
H 1.7816 1.2433 4.6822
H 2.6529 1.6253 3.1535
*
```

Kohn-Sham gap (alpha / beta) ... 0.2668 / 0.2246 Ha
Highest occupied orbital energy (alpha / beta) ... -6.903 / -7.820 eV
Expectation value of S² ... 6.0409

Here are the Löwdin charges for atoms 1 to 5, given in e: 1.377, -0.043, -0.252, -0.027, -0.005



| no. | E_tot (eV) |
| --- | --- |
| 1 | -57848.6979 |
| 2 | -183319.1220 |
| 3 | -219707.0741 |